Computed, not measured: C19H10CrFN4O7 as an isolated structure, with ωB97M-V/def2-TZVPD.

The geometry in XYZ format:
```
42
Properties=species:S:1:pos:R:3:forces:R:3
Cr 0.44855 0.02105 -0.32238 0.1 -0.1 0.1
O 6.44868 0.30313 0.22872 0.0 0.0 0.0
C 5.11488 0.24859 0.05812 -0.1 0.0 0.0
C 4.53146 -0.07881 -1.16988 0.1 0.0 0.0
C 3.15849 -0.10530 -1.23726 -0.1 0.0 -0.1
N 2.42358 0.17094 -0.17039 0.3 0.1 0.0
C 2.95483 0.48051 1.00741 -0.1 0.0 0.1
C 4.31663 0.53497 1.17201 0.1 0.0 0.0
C 1.87210 0.74756 2.05501 0.0 -0.1 -0.1
O 2.17328 1.09386 3.17320 0.0 0.0 0.0
O 0.67007 0.56343 1.58127 0.1 0.0 0.0
C 2.28709 -0.44379 -2.44781 -0.1 0.1 0.1
O 2.80198 -0.71475 -3.50748 0.0 0.0 0.0
O 1.01731 -0.39362 -2.16595 0.0 0.0 0.0
H 6.90078 0.08906 -0.59575 0.0 0.0 0.0
H 5.11627 -0.30917 -2.05169 0.0 0.0 0.0
H 4.75591 0.78784 2.12617 0.0 0.0 0.0
O -5.88142 -0.87044 -1.03987 0.0 -0.1 -0.1
N -5.10893 -1.18595 -0.16372 0.0 0.2 0.1
O -5.36124 -1.92916 0.76380 0.0 -0.1 0.0
C -3.76252 -0.54900 -0.16855 0.2 -0.1 0.0
C -3.83034 0.78202 -0.21892 -0.1 0.0 0.0
C -2.68124 1.69341 -0.12313 -0.2 0.1 0.1
C -2.53517 2.62387 0.89405 0.0 -0.1 0.0
C -1.32789 3.29599 1.06377 0.0 0.0 0.0
C -0.26746 2.93045 0.26739 -0.1 0.0 0.0
N -0.40041 2.06943 -0.76121 0.0 0.0 0.1
C -1.60185 1.58009 -0.98541 0.2 -0.1 -0.1
C -1.28892 -0.98719 -0.08840 0.0 -0.1 0.0
N -0.26089 -1.80507 0.05186 -0.1 0.1 0.0
C -0.37179 -3.12128 0.20553 -0.1 0.0 0.0
C -1.63595 -3.67407 0.22121 0.1 0.0 0.0
C -2.74613 -2.84583 0.10130 -0.1 0.0 0.0
C -2.60249 -1.46372 -0.03902 -0.1 -0.1 0.0
H -4.82178 1.21719 -0.26821 0.0 0.0 0.0
H -3.35142 2.78340 1.58777 0.0 0.0 0.0
H -1.19086 4.00967 1.86173 0.0 0.0 0.0
H 0.73191 3.30043 0.45181 0.0 0.0 0.0
H 0.53131 -3.70820 0.30223 0.0 0.0 0.0
H -1.75986 -4.74153 0.33053 0.0 0.0 0.0
H -3.72848 -3.29424 0.13287 0.0 0.0 0.0
F -1.73809 0.89422 -2.11273 -0.1 0.0 0.0
```
Forces are in eV/Å.

Output
energy above the lowest of the compared OMol25 structures with the same formula, charge and spin: 3.908 eV
HOMO (spin up / spin down): -0.346 / -0.352 Ha
2S+1: 4
charge: 0

Okay, here come the Löwdin numbers, in e, for every atom:
1 Cr 0.914
2 O 0.094
3 C -0.267
4 C 0.087
5 C -0.136
6 N 0.041
7 C -0.133
8 C 0.097
9 C -0.553
10 O 0.095
11 O -0.120
12 C -0.550
13 O 0.095
14 O -0.108
15 H 0.120
16 H 0.136
17 H 0.140
18 O 0.105
19 N -0.364
20 O 0.085
21 C -0.067
22 C 0.065
23 C -0.126
24 C 0.032
25 C -0.026
26 C -0.096
27 N 0.100
28 C -0.347
29 C -0.129
30 N -0.016
31 C -0.069
32 C -0.027
33 C 0.016
34 C -0.101
35 H 0.138
36 H 0.132
37 H 0.117
38 H 0.130
39 H 0.126
40 H 0.112
41 H 0.111
42 F 0.142

Computed, not measured: C41H51N4NaP2S as an isolated structure, with ωB97M-V/def2-TZVPD.

The geometry in XYZ format:
```
100
Properties=species:S:1:pos:R:3:forces:R:3
Na -0.10262 0.32193 -0.13411 -0.2 0.3 -0.4
C 1.95953 2.76901 -0.73601 -0.1 -0.1 0.0
C 2.73403 1.44561 -0.99885 -0.2 0.0 0.1
N 2.40979 0.42655 0.00180 0.2 0.0 0.0
C 2.84636 0.74345 1.36304 -0.1 0.0 -0.1
C 1.82992 0.33105 2.44511 0.0 0.0 -0.2
N 0.44859 0.65094 2.10307 -0.1 0.2 0.5
C 0.01572 2.03463 2.33920 0.1 -0.1 -0.2
C 0.63476 3.04879 1.35964 0.0 -0.2 -0.1
N 0.71346 2.55925 -0.01532 0.2 0.4 0.1
H 2.60338 3.46494 -0.18985 0.0 0.0 0.0
H 1.76174 3.23816 -1.70137 0.0 0.0 0.0
H 2.44797 1.03127 -1.96886 0.0 0.0 0.0
H 3.80746 1.67226 -1.05285 0.1 0.0 0.0
H 2.76935 -0.47087 -0.29529 0.1 0.1 0.0
H 3.80920 0.27601 1.59611 0.0 0.0 0.1
H 3.02232 1.81716 1.41962 0.0 0.0 0.0
H 1.88213 -0.75238 2.57943 0.0 0.0 0.0
H 2.13588 0.79128 3.39628 0.0 0.0 0.0
H -0.17217 0.03586 2.61923 0.1 0.0 0.0
H -1.06970 2.04507 2.22066 0.0 0.0 0.0
H 0.23992 2.36359 3.36417 0.0 0.0 0.0
H 0.04570 3.96902 1.42955 0.0 0.0 0.0
H 1.64072 3.31372 1.69206 0.0 0.0 0.0
H -0.12655 2.79996 -0.53466 0.0 -0.1 0.0
C -2.63438 -6.81616 2.96886 0.0 0.0 0.1
S -3.56753 -6.92908 1.43145 0.0 0.0 0.0
C -2.23572 -6.84583 0.20103 0.1 0.0 0.0
C -1.94702 -5.45615 -0.35588 0.0 0.0 0.0
C -1.51202 -4.48067 0.72168 0.0 0.1 -0.1
N -1.12162 -3.16793 0.17985 0.1 -0.1 0.2
P -2.13713 -1.80284 0.32555 -0.2 0.0 0.1
C -3.77336 -2.49347 -0.11401 0.1 0.0 -0.1
C -4.10078 -2.56971 -1.46960 -0.1 0.0 0.0
C -5.28769 -3.15498 -1.88258 0.0 0.0 0.1
C -6.16935 -3.66817 -0.93869 0.0 0.0 0.0
C -5.85810 -3.59123 0.41060 0.1 0.0 0.0
C -4.66585 -3.00587 0.82008 -0.1 -0.1 0.1
C -2.29541 -1.52575 2.13115 0.0 0.0 0.0
C -3.12781 -0.49559 2.57833 0.1 0.0 0.0
C -3.16423 -0.15479 3.92318 0.0 0.0 -0.1
C -2.36735 -0.83134 4.84007 0.0 0.0 0.0
C -1.53324 -1.85192 4.40578 0.0 0.0 -0.1
C -1.49688 -2.19429 3.05751 0.0 0.0 0.1
P 0.52936 -2.63375 0.06774 0.1 -0.3 -0.4
C 0.78984 -2.30262 -1.73125 0.0 -0.1 0.0
C 2.11115 -2.14865 -2.16807 0.1 0.0 0.0
C 2.39486 -1.74207 -3.46080 -0.1 0.0 0.0
C 1.35586 -1.45748 -4.34316 0.0 0.0 0.1
C 0.04412 -1.60595 -3.92629 0.0 0.0 0.1
C -0.23688 -2.03951 -2.63179 0.0 0.1 0.0
C 1.46495 -4.20198 0.25383 -0.1 0.2 0.1
C 1.59030 -5.15339 -0.75312 0.0 -0.2 -0.1
C 2.27200 -6.33995 -0.51905 -0.1 0.1 0.0
C 2.83598 -6.58317 0.72786 0.0 -0.1 0.0
C 2.72487 -5.64120 1.73755 -0.1 0.2 0.0
C 2.04340 -4.45117 1.49504 0.1 -0.1 0.1
H -3.33503 -7.01567 3.77916 0.0 0.0 0.0
H -2.19826 -5.83048 3.12884 0.0 0.0 0.0
H -1.84950 -7.57214 3.00239 0.0 0.0 0.0
H -2.53172 -7.51682 -0.60501 0.0 0.0 0.0
H -1.33632 -7.27442 0.65278 0.0 0.0 0.0
H -2.83402 -5.05849 -0.85612 0.0 0.0 0.0
H -1.15895 -5.52691 -1.11208 0.0 0.0 0.0
H -0.69031 -4.90894 1.30352 0.0 0.0 0.0
H -2.33944 -4.33020 1.41785 0.0 0.0 0.0
H -3.43266 -2.16006 -2.21584 0.0 0.0 0.0
H -5.52802 -3.19669 -2.93694 0.0 0.0 0.0
H -7.10013 -4.12105 -1.25648 0.0 0.0 0.0
H -6.53796 -3.99462 1.14995 0.0 0.0 0.0
H -4.43234 -2.96444 1.87794 0.0 0.0 0.0
H -3.73675 0.05778 1.87023 0.0 0.0 0.0
H -3.81034 0.64905 4.25279 0.0 0.0 0.0
H -2.39461 -0.56029 5.88787 0.0 0.0 0.0
H -0.90872 -2.38332 5.11318 0.0 0.0 0.0
H -0.83173 -2.98384 2.72926 0.0 0.0 0.0
H 2.93594 -2.37295 -1.49658 0.0 0.0 0.0
H 3.42464 -1.63722 -3.77886 0.0 0.0 0.0
H 1.57262 -1.11305 -5.34613 0.0 0.0 0.0
H -0.77180 -1.36332 -4.59487 0.0 0.0 0.0
H -1.26816 -2.14521 -2.32403 0.0 0.0 0.0
H 1.15567 -4.96536 -1.72804 0.0 0.0 0.0
H 2.36406 -7.07198 -1.31100 0.0 0.0 0.0
H 3.37009 -7.50803 0.90637 0.0 0.0 0.0
H 3.17071 -5.82295 2.70673 0.0 0.0 0.0
H 1.96302 -3.70788 2.28155 0.0 0.0 0.0
C -2.27446 1.99461 -0.62188 0.0 -0.1 -0.2
C -2.54041 1.88995 -2.02016 0.2 0.0 0.3
C -2.41235 2.99280 -2.91006 0.0 0.0 -0.1
C -2.55947 2.86473 -4.27910 0.0 0.0 0.1
C -2.85911 1.64044 -4.87986 0.0 0.0 0.2
C -3.02313 0.54756 -4.03205 0.0 0.0 0.1
C -2.87354 0.66445 -2.65960 -0.1 0.0 -0.1
H -2.61406 1.18717 0.02790 -0.2 0.0 -0.1
H -2.33348 2.98078 -0.16036 0.0 0.0 -0.1
H -2.18194 3.96798 -2.49086 0.0 0.0 0.0
H -2.44460 3.74700 -4.90084 0.0 0.0 0.0
H -2.98168 1.55064 -5.95057 0.0 0.0 0.0
H -3.29252 -0.41952 -4.45224 0.0 0.0 0.0
H -3.03454 -0.20192 -2.03130 0.0 0.0 0.0
```
Forces are in eV/Å.

Output
HOMO: -0.176 Ha
charge: 0

Löwdin atomic charge list, values in e, 99 entries:
1 Na 0.165
2 C -0.186
3 C -0.188
4 N -0.083
5 C -0.185
6 C -0.192
7 N -0.089
8 C -0.185
9 C -0.190
10 N -0.088
11 H 0.105
12 H 0.118
13 H 0.106
14 H 0.111
15 H 0.074
16 H 0.118
17 H 0.096
18 H 0.096
19 H 0.117
20 H 0.079
21 H 0.107
22 H 0.115
23 H 0.118
24 H 0.100
25 H 0.072
26 C -0.418
27 S 0.806
28 C -0.489
29 C -0.235
30 C -0.291
31 N -0.465
32 P 1.025
33 C -0.336
34 C -0.106
35 C -0.069
36 C -0.077
37 C -0.075
38 C -0.091
39 C -0.373
40 C -0.100
41 C -0.074
42 C -0.085
43 C -0.081
44 C -0.109
45 P 1.031
46 C -0.372
47 C -0.136
48 C -0.083
49 C -0.074
50 C -0.056
51 C -0.083
52 C -0.377
53 C -0.091
54 C -0.068
55 C -0.082
56 C -0.079
57 C -0.109
58 H 0.029
59 H 0.017
60 H 0.037
61 H 0.069
62 H 0.077
63 H 0.103
64 H 0.103
65 H 0.101
66 H 0.079
67 H 0.075
68 H 0.107
69 H 0.104
70 H 0.106
71 H 0.105
72 H 0.110
73 H 0.108
74 H 0.103
75 H 0.104
76 H 0.082
77 H 0.106
78 H 0.106
79 H 0.106
80 H 0.101
81 H 0.061
82 H 0.110
83 H 0.106
84 H 0.105
85 H 0.104
86 H 0.093
87 C -0.129
88 C -0.354
89 C -0.090
90 C -0.134
91 C -0.151
92 C -0.147
93 C -0.097
94 H -0.017
95 H 0.025
96 H 0.094
97 H 0.089
98 H 0.077
99 H 0.088